Record 1
{"formula": "C3H3F2NO3", "method": "ωB97M-V with the def2-TZVPD basis set", "e_lumo_ev": [0.68, -1.77], "s2": 2.008, "homo_energy_ha": [-0.346, -0.416], "charge": 0, "multiplicity": 3, "de_lowest_ev": 0.000, "gap_ev": [10.10, 9.55], "elements": ["C", "C", "C", "N", "O", "O", "O", "F", "F", "H", "H", "H"], "coordinates": [[1.983, -0.664, 0.286], [-0.322, 0.025, -0.191], [3.462, -0.123, -0.065], [3.968, 0.816, 0.788], [1.906, -1.785, 0.667], [3.988, 1.993, 0.553], [1.132, 0.273, -0.068], [3.518, 0.253, -1.405], [4.185, -1.281, 0.017], [-0.543, 0.929, -0.727], [-0.884, -0.022, 0.680], [-0.435, -0.856, -0.912]], "lowdin_spin": [0.03, 0.00, 0.13, 0.84, 0.02, 0.92, 0.00, 0.03, 0.02, 0.00, 0.00, 0.00]}

=====

Record 2
{"formula": "C3H3F3", "method": "ωB97M-V with the def2-TZVPD basis set", "e_lumo_ev": [-0.71, 0.21], "homo_energy_ha": [-0.318, -0.375], "charge": 0, "de_lowest_ev": 5.105, "gap_ev": [7.94, 10.40], "elements": ["C", "C", "C", "F", "F", "F", "H", "H", "H"], "coordinates": [[-1.939, 0.661, -0.562], [-1.306, -0.339, 0.033], [1.930, -0.382, 0.465], [2.456, -1.089, -0.535], [1.659, 0.843, 0.024], [2.774, -0.539, 1.521], [-3.091, 0.625, -0.785], [-1.266, 1.556, -0.495], [-1.217, -1.337, 0.334]], "nbo_charge": [-0.55, -0.11, 0.97, -0.33, -0.31, -0.33, 0.23, 0.24, 0.18]}

=====

Record 3
{"formula": "C3H3F3O", "method": "ωB97M-V with the def2-TZVPD basis set", "e_lumo_ev": [-0.15, -0.41], "homo_energy_ha": [-0.356, -0.335], "charge": 0, "de_lowest_ev": 5.171, "gap_ev": [9.53, 8.72], "elements": ["C", "C", "C", "O", "F", "F", "F", "H", "H", "H"], "coordinates": [[-0.424, 1.910, 1.357], [-0.305, 1.376, 0.167], [0.146, -1.414, -0.818], [1.230, -2.071, -0.531], [-0.187, 2.048, -0.920], [0.173, -1.042, -2.084], [-0.987, -2.068, -0.581], [-0.163, 2.881, 1.398], [-0.644, 1.387, 2.296], [1.160, -3.006, -0.283]], "nbo_charge": [-0.64, 0.46, 0.92, -0.71, -0.31, -0.33, -0.34, 0.21, 0.23, 0.51]}

=====

Record 4
{"formula": "C3H3F3O", "method": "ωB97M-V with the def2-TZVPD basis set", "e_lumo_ev": 0.73, "smiles": "O[C@@H](F)/C(F)=C/F", "homo_energy_ha": -0.376, "charge": 0, "de_lowest_ev": 1.678, "gap_ev": 10.97, "elements": ["C", "C", "C", "O", "F", "F", "F", "H", "H", "H"], "coordinates": [[-2.073, 0.671, 0.467], [-1.445, -0.393, 0.032], [0.018, -0.651, 0.302], [0.802, -0.340, -0.725], [-3.365, 0.728, 0.410], [-1.901, -1.486, -0.711], [0.353, 0.055, 1.402], [-1.425, 1.332, 0.944], [0.141, -1.800, 0.467], [0.677, 0.604, -0.821]], "nbo_charge": [0.15, 0.25, 0.41, -0.67, -0.29, -0.33, -0.35, 0.19, 0.16, 0.47]}

=====

Record 5
{"formula": "C3H3F3O", "method": "ωB97M-V with the def2-TZVPD basis set", "e_lumo_ev": 0.37, "smiles": "O=C1CC1(F)F.F", "homo_energy_ha": -0.341, "charge": 0, "de_lowest_ev": 2.937, "gap_ev": 9.64, "elements": ["C", "C", "C", "O", "F", "F", "F", "H", "H", "H"], "coordinates": [[0.861, 0.478, 0.676], [-0.069, -0.161, -0.294], [0.433, 1.266, -0.569], [-0.519, -1.062, -0.875], [-2.015, -2.236, 0.736], [-0.473, 2.186, -0.409], [1.437, 1.517, -1.513], [0.493, 0.877, 1.564], [1.956, 0.058, 0.631], [-2.106, -2.924, 0.053]], "nbo_charge": [-0.57, 0.55, 0.56, -0.43, -0.56, -0.30, -0.33, 0.25, 0.27, 0.57]}

=====

Record 6
{"formula": "C3H3F3O3S", "method": "ωB97M-V with the def2-TZVPD basis set", "e_lumo_ev": 0.27, "homo_energy_ha": -0.371, "charge": 0, "de_lowest_ev": 0.000, "gap_ev": 10.37, "elements": ["C", "C", "C", "O", "O", "O", "F", "F", "F", "S", "H", "H", "H"], "coordinates": [[-0.561, -1.503, 1.161], [-0.335, 0.593, 0.368], [1.623, -3.105, 2.082], [-1.353, -1.859, 0.354], [-0.964, -3.772, 2.463], [0.095, -0.413, 1.268], [2.393, -3.325, 3.165], [2.201, -2.228, 1.283], [1.586, -4.250, 1.441], [-0.189, -2.561, 2.715], [0.468, 0.797, -0.352], [-0.417, 1.492, 0.885], [-1.340, 0.318, -0.125]], "nbo_charge": [0.62, -0.29, 0.81, -0.53, -0.90, -0.48, -0.33, -0.32, -0.30, 1.09, 0.20, 0.20, 0.23]}